(A)
19
Properties=species:S:1:pos:R:3:mulliken_charge:R:1 method="wB97M-V/def2-TZVPD" smiles="[H]/N=C(/C)N(N)N.C=N" gap_ev=9.6 charge=0 lumo_ev=0.66 molar_mass_g_mol=117.16 homo_energy_ha=-0.3285
C 2.15961 -0.40565 -0.57506 -1.1593
N -0.34514 -0.71065 -0.16450 0.6571
C 0.94900 -0.29218 0.32086 0.5805
N -1.29338 -0.95959 0.81930 -0.7771
N -0.43244 -1.62473 -1.20267 -0.8447
N 1.12224 0.12549 1.53445 -0.7021
H -1.07036 -1.83899 1.28575 0.2091
H -2.18637 -1.11783 0.35138 0.2566
H 0.21900 -2.39716 -1.06311 0.2394
H -0.16020 -1.18135 -2.08123 0.2678
H 0.18876 0.10060 1.97347 0.3649
H 3.05707 -0.06640 -0.05069 0.3215
H 2.00679 0.19931 -1.47264 0.3067
H 2.31311 -1.44575 -0.87370 0.2882
C -0.94283 2.44466 0.20632 -0.2065
N -2.13497 2.50715 0.69121 -0.5469
H -2.67953 1.69330 0.38397 0.2590
H -0.67968 1.95498 -0.74255 0.2109
H -0.09068 3.01481 0.65946 0.2749

---

(B)
19
Properties=species:S:1:pos:R:3:mulliken_charge:R:1 method="wB97M-V/def2-TZVPD" smiles="CCN/C(=N/N)NN" gap_ev=9.3 charge=0 lumo_ev=1.06 molar_mass_g_mol=117.16 homo_energy_ha=-0.3014
C -2.46933 0.26116 0.73563 -1.0068
C -1.95128 -0.26140 -0.58591 -0.4216
C 0.53050 -0.29593 -0.24006 0.4509
H -2.55816 -0.53001 1.50454 0.2593
H -1.84408 1.07556 1.12389 0.2760
H -3.48313 0.64070 0.59648 0.3440
H -2.66066 -1.01127 -1.03184 0.3056
H -1.81264 0.59730 -1.26270 0.2931
H -0.72508 -1.86100 -0.04116 0.2727
H 1.63071 -1.85870 -0.90929 0.2515
H 2.96145 0.14600 0.24965 0.4637
H 2.72555 -0.91474 1.43187 0.2409
H 1.87405 1.86214 -1.22689 0.1880
H 1.73108 2.51748 0.21398 0.2272
N -0.66351 -0.93766 -0.47531 -0.2843
N 1.59391 -1.19282 -0.12660 -0.1294
N 2.83530 -0.84373 0.42352 -0.7652
N 0.50501 0.99272 -0.11651 -0.3540
N 1.78032 1.61419 -0.26331 -0.6115

---

Most stable structure - (B); separation to the second - 127.1 kJ/mol.